Formula: CH4N3O
Source: the OMol25 dataset
Level of theory: ωB97M-V/def2-TZVPD

```
! wB97M-V def2-TZVPD RIJCOSX def2/J DEFGRID3
* xyz 1 1
O -4.1028 0.1127 0.2214
N 1.9171 -0.1914 -0.0948
N -0.2733 0.5707 0.1248
N -3.1857 -0.2618 -0.2915
C 0.6881 -0.2139 0.2914
H -0.3960 1.2507 -0.5659
H 2.0948 0.3515 -0.8960
H 0.6259 -0.7292 1.1698
H 2.6319 -0.8893 0.0408
*
```

## Properties
HOMO-LUMO gap (spin up / spin down) = 7.6 / 5.1 eV
HOMO energy (spin up / spin down) = -14.6436 / -13.6017 eV

Löwdin population analysis, charges in e, atoms 1 to 8: 0.270, 0.175, 0.167, 0.334, -0.356, 0.048, 0.111, 0.112

Formula: CH4N3O2
Source: the OMol25 dataset
Level of theory: ωB97M-V/def2-TZVPD

```
! wB97M-V def2-TZVPD RIJCOSX def2/J DEFGRID3
* xyz -1 1
O 1.9131 2.0039 -1.5781
O -2.7005 -0.3475 1.5122
N -1.6417 0.3612 1.5359
N 1.0858 1.2482 -1.0103
N 1.2851 0.0561 -0.9000
C 0.5177 -0.8057 -0.1329
H -1.5122 0.8962 0.5729
H -0.5576 -0.4472 0.0235
H 0.5560 -1.7211 -0.8130
H 1.0544 -1.2441 0.7899
*
```

## Properties
HOMO-LUMO gap (spin up / spin down) = 5.0 / 5.0 eV
HOMO energy (spin up / spin down) = -2.3957 / -2.3961 eV

Löwdin population analysis, charges in e, atoms 1 to 8: -0.290, -0.161, -0.008, -0.341, -0.188, -0.237, 0.067, 0.019

Formula: CH4N3O2
Source: the OMol25 dataset
Level of theory: ωB97M-V/def2-TZVPD

```
! wB97M-V def2-TZVPD RIJCOSX def2/J DEFGRID3
* xyz -1 1
O 1.6733 -0.4930 1.4631
O 2.0225 -0.0556 -0.6539
N -0.8053 1.0510 -0.5158
N 1.5222 0.3730 0.4766
N -0.8651 -1.0193 0.0706
C -0.9761 -0.2208 -0.9483
H -0.2734 -0.7034 0.8631
H -1.3967 -1.8410 0.1222
H -0.3396 1.2355 0.3878
H -0.5617 1.6737 -1.2653
*
```

## Properties
HOMO-LUMO gap = 8.6 eV
HOMO energy = -3.7957 eV

Löwdin population analysis, charges in e, atoms 1 to 8: -0.278, -0.235, -0.026, -0.327, 0.010, -0.352, 0.051, 0.047

Formula: CH4N3O2
Source: the OMol25 dataset
Level of theory: ωB97M-V/def2-TZVPD

```
! wB97M-V def2-TZVPD RIJCOSX def2/J DEFGRID3
* xyz 1 3
O 0.2679 2.8591 -0.3291
O 2.2374 1.9602 -0.0126
N 1.0620 2.0342 -0.0373
N 1.3371 -0.3079 -0.1157
N -1.5481 0.2460 0.5914
C 0.5430 0.6537 0.1512
H 2.3312 -0.2884 -0.4166
H -1.5768 0.7493 1.4888
H -1.6279 -0.7754 0.7003
H 1.0191 -1.2082 -0.2831
*
```

## Properties
HOMO-LUMO gap (spin up / spin down) = 8.1 / 8.0 eV
HOMO energy (spin up / spin down) = -14.3707 / -16.2977 eV
expectation value of S² = 2.01

Löwdin population analysis, charges in e, atoms 1 to 8: 0.193, 0.154, -0.392, 0.259, 0.264, 0.067, 0.185, 0.076